Record 1
{
  "formula": "C10H18AlCl2O",
  "method": "ωB97M-V/def2-TZVPD",
  "species": ["Al", "Cl", "Cl", "C", "H", "H", "C", "C", "H", "C", "H", "C", "H", "H", "C", "H", "H", "C", "H", "H", "H", "H", "C", "C", "C", "O", "H", "H", "H", "H", "H", "H"],
  "positions_angstrom": [[0.0551, 1.6211, -0.2250], [1.6960, 0.8649, -1.7211], [0.0426, 2.6180, 1.9317], [0.0679, 3.2285, -1.2211], [-0.8126, 3.8977, -0.8943], [-0.0914, 2.9583, -2.2958], [-1.4109, -0.4475, 0.5476], [-1.5894, 0.4883, -0.3538], [-1.2377, -0.2135, 1.6285], [-1.4006, 0.1183, -1.8388], [-1.8345, 1.6530, -0.2306], [-2.1119, -1.2033, -2.1184], [-1.7034, 0.9183, -2.5171], [-0.3299, -0.0500, -2.0975], [-1.5355, -2.3255, -1.2473], [-3.1631, -1.0587, -1.8346], [-2.0471, -1.4903, -3.1819], [-1.3418, -1.9161, 0.2503], [-2.2072, -3.2035, -1.2630], [-0.5709, -2.6776, -1.6264], [-2.1450, -2.3702, 0.8400], [-0.3909, -2.3440, 0.6280], [2.0012, -0.7946, 2.7431], [1.9641, 0.0897, 1.5405], [3.0961, 0.9850, 1.2226], [0.9203, 0.0400, 0.8306], [2.9976, -0.7878, 3.1941], [1.7042, -1.8092, 2.4398], [1.2480, -0.4313, 3.4573], [3.2111, 1.0728, 0.1345], [2.9064, 1.9910, 1.6199], [4.0133, 0.5782, 1.6581]],
  "forces_ev_per_a": [[3.7, 2.6, 0.0], [0.9, -0.8, -0.6], [-0.2, -0.6, 0.1], [-2.1, 0.2, 0.2], [1.0, -0.4, -0.4], [0.2, 0.4, 0.4], [0.0, -0.9, 2.7], [-2.0, 2.2, -2.7], [-0.9, 0.0, -1.0], [-0.1, -0.7, -0.5], [0.0, -2.5, 0.3], [-0.3, -0.1, 0.3], [-0.2, 0.0, 0.3], [-0.6, 0.2, 0.4], [0.0, -0.3, 0.6], [-0.1, -0.2, -0.3], [-0.1, 0.2, 0.4], [0.4, -0.2, -0.7], [0.3, 0.3, -0.1], [-0.1, 0.2, -0.1], [0.1, 0.1, 0.1], [-0.4, 0.3, -0.1], [0.1, -0.3, 0.0], [-2.3, 0.1, -1.5], [0.5, 0.0, -0.1], [2.6, 0.1, 2.0], [-0.3, -0.1, 0.1], [0.1, 0.2, 0.2], [0.2, 0.0, -0.2], [-0.2, 0.0, 0.2], [-0.1, -0.2, 0.0], [-0.1, 0.2, 0.1]],
  "mulliken_charge": [0.5587, -0.5537, -0.5007, -1.2346, 0.1022, 0.1726, -0.0706, 0.5994, 0.3294, -0.3800, -0.3315, -0.8152, 0.3682, -0.0177, -0.7972, 0.3502, 0.3604, -0.3237, 0.3296, 0.3486, 0.3820, 0.0477, -1.3201, 0.9743, -1.3117, -0.2097, 0.4147, 0.3027, 0.2497, 0.2724, 0.2226, 0.4810],
  "total_charge": -1,
  "e_tot_ev": -44351.7448,
  "gap_ha": [0.1552, 0.1553],
  "max_force_ha_per_bohr": 0.0882
}

Record 2
{
  "formula": "C45H35Cl3N3O8PS",
  "method": "ωB97M-V/def2-TZVPD",
  "species": ["C", "C", "Cl", "C", "Cl", "C", "C", "O", "N", "O", "C", "P", "C", "C", "C", "C", "C", "C", "C", "S", "O", "O", "Cl", "C", "N", "C", "C", "N", "C", "H", "H", "H", "H", "H", "H", "H", "H", "H", "H", "H", "H", "H", "H", "H", "H", "H", "H", "H", "O", "C", "C", "C", "C", "C", "C", "C", "C", "O", "C", "C", "C", "C", "C", "C", "H", "H", "H", "H", "H", "H", "H", "H", "O", "C", "C", "C", "C", "C", "C", "C", "C", "O", "C", "C", "C", "C", "C", "C", "H", "H", "H", "H", "H", "H", "H", "H"],
  "positions_angstrom": [[7.8703, 1.1051, 1.4893], [6.5099, 1.6178, 1.1427], [6.0405, 1.3620, -0.5025], [5.7071, 2.2253, 2.0078], [6.2400, 2.4826, 3.6337], [4.3436, 2.7009, 1.6735], [3.3525, 1.8117, 1.3227], [3.6804, 0.4647, 1.3562], [3.2217, -0.2175, 2.5619], [3.4487, 0.3709, 3.5292], [2.0305, 2.2051, 0.9516], [0.7335, 0.9992, 0.4524], [0.0118, 1.4576, -1.1775], [1.4053, -0.6807, 0.1573], [1.7525, 3.5668, 1.0181], [0.3893, 4.1234, 0.6865], [-0.7308, 3.6306, 1.6238], [-1.8504, 4.6626, 1.7789], [-2.7442, 4.6913, 0.5281], [-4.1266, 3.5801, 0.5486], [-4.5784, 3.4664, -0.8048], [-5.1246, 3.9784, 1.4894], [-3.4222, 1.7497, 1.1060], [2.7647, 4.5024, 1.3863], [2.4411, 5.8315, 1.4187], [3.4090, 6.6462, 1.7213], [4.7083, 6.1969, 2.0262], [5.0681, 4.9463, 2.0457], [4.0637, 4.0872, 1.7038], [8.4445, 0.8815, 0.5994], [7.7386, 0.1573, 2.0164], [8.3867, 1.7697, 2.1712], [-0.7684, 2.2022, -1.0502], [-0.4868, 0.5620, -1.5382], [0.7251, 1.8188, -1.9153], [0.6702, -1.2748, -0.3780], [1.5526, -1.1638, 1.1150], [2.3516, -0.7115, -0.3740], [0.1891, 3.8763, -0.3535], [0.3994, 5.2062, 0.7329], [-1.1976, 2.7716, 1.1625], [-0.3305, 3.3372, 2.5888], [-2.4770, 4.3882, 2.6287], [-1.4672, 5.6605, 1.9778], [-2.1639, 4.5226, -0.3740], [-3.2009, 5.6745, 0.4448], [3.2101, 7.7084, 1.7375], [5.4613, 6.9383, 2.2641], [-2.2036, -3.5670, 1.0049], [-2.5286, -3.7385, 2.1629], [-2.0324, -4.9056, 2.9419], [-1.1743, -5.8142, 2.3355], [-0.6772, -6.8840, 3.0598], [-1.0336, -7.0498, 4.3940], [-1.8997, -6.1549, 4.9993], [-2.4067, -5.0835, 4.2761], [-3.3490, -4.1369, 4.9413], [-3.7099, -4.3201, 6.0844], [-3.8264, -2.9586, 4.1648], [-4.6708, -2.0366, 4.7721], [-5.0933, -0.9192, 4.0702], [-4.6811, -0.7236, 2.7552], [-3.8522, -1.6458, 2.1435], [-3.4208, -2.7640, 2.8436], [-0.8960, -5.6789, 1.2995], [-0.0063, -7.5892, 2.5872], [-0.6347, -7.8802, 4.9613], [-2.1823, -6.2824, 6.0350], [-4.9873, -2.1933, 5.7939], [-5.7433, -0.1971, 4.5463], [-5.0116, 0.1454, 2.2148], [-3.5315, -1.4978, 1.1206], [-2.6042, -3.1770, -6.8551], [-1.7029, -2.5712, -6.3148], [-1.4414, -2.7251, -4.8567], [-2.2318, -3.5924, -4.1123], [-1.9796, -3.7724, -2.7627], [-0.9341, -3.0898, -2.1507], [-0.1532, -2.2130, -2.8847], [-0.4062, -2.0215, -4.2367], [0.4317, -1.0586, -5.0036], [1.2952, -0.4067, -4.4527], [0.1845, -0.9199, -6.4663], [0.9771, -0.0542, -7.2090], [0.7798, 0.0637, -8.5740], [-0.2105, -0.6834, -9.2036], [-1.0115, -1.5380, -8.4659], [-0.8213, -1.6568, -7.0953], [-3.0403, -4.1249, -4.5937], [-2.5942, -4.4483, -2.1828], [-0.7351, -3.2404, -1.0976], [0.6576, -1.6750, -2.4119], [1.7483, 0.5211, -6.7158], [1.4003, 0.7359, -9.1518], [-0.3573, -0.5959, -10.2720], [-1.7847, -2.1176, -8.9508]],
  "forces_ev_per_a": [[-0.3, -0.6, 0.1], [0.6, 0.1, 0.2], [-0.2, 0.0, 0.0], [-0.5, 0.0, -0.5], [0.0, -0.1, 0.2], [0.0, -0.3, 0.2], [0.6, 0.3, 0.4], [-0.7, 0.2, -0.6], [0.6, -0.3, 0.6], [-0.4, 0.1, -0.1], [0.6, 0.2, -0.6], [-1.2, -0.3, 0.9], [0.5, 0.3, 0.0], [0.7, 0.2, -0.1], [-0.3, -0.1, -0.1], [-0.1, 0.0, 0.2], [-0.2, 0.4, -0.6], [-0.2, -0.6, 0.0], [0.9, 0.4, 0.8], [-1.6, 0.7, -1.4], [0.5, -0.4, -0.1], [0.7, -0.1, 0.8], [0.2, 0.3, 0.0], [-0.4, 0.4, 0.1], [0.2, -0.1, 0.0], [-0.2, -0.2, -0.1], [0.7, 0.3, 0.2], [-0.7, 0.1, -0.4], [0.3, -0.6, 0.1], [0.2, 0.2, -0.1], [0.1, -0.1, 0.1], [0.2, 0.2, -0.1], [-0.1, 0.1, 0.1], [0.1, -0.2, -0.1], [0.0, -0.1, -0.1], [-0.3, 0.2, 0.0], [0.0, -0.1, 0.1], [0.0, 0.0, -0.2], [-0.2, 0.0, -0.1], [0.3, 0.1, 0.0], [0.2, -0.4, 0.3], [0.1, 0.0, 0.1], [0.0, 0.1, 0.1], [0.1, 0.1, 0.0], [-0.2, -0.3, -0.2], [-0.5, -0.1, -0.1], [-0.1, 0.1, 0.0], [0.1, 0.0, 0.1], [0.1, -0.1, -0.1], [0.1, 0.1, -0.2], [-0.1, 0.0, 0.1], [0.1, -0.1, 0.0], [0.0, 0.0, 0.0], [0.0, 0.0, -0.1], [0.1, -0.1, 0.0], [0.0, 0.1, -0.1], [-0.1, 0.0, 0.2], [0.0, 0.0, 0.0], [0.1, 0.0, -0.1], [-0.1, 0.1, 0.0], [0.1, -0.1, 0.0], [-0.1, -0.2, 0.3], [0.0, 0.2, -0.1], [0.0, -0.1, 0.1], [0.0, 0.1, 0.0], [0.0, 0.0, 0.0], [0.0, 0.0, 0.0], [-0.1, 0.1, 0.0], [0.1, -0.1, 0.0], [0.0, 0.0, 0.0], [-0.1, 0.0, 0.0], [0.0, -0.1, 0.0], [0.0, 0.0, 0.0], [-0.2, -0.1, -0.1], [0.1, 0.1, 0.0], [0.0, -0.1, 0.1], [0.0, 0.0, 0.0], [0.0, 0.0, 0.0], [0.0, -0.1, 0.1], [-0.1, 0.0, -0.1], [0.1, 0.1, 0.1], [0.0, 0.0, 0.0], [-0.1, -0.1, 0.0], [0.1, 0.1, -0.1], [0.0, 0.0, 0.0], [0.0, 0.0, 0.0], [0.0, 0.0, -0.2], [0.1, 0.0, 0.1], [0.0, 0.0, -0.1], [0.0, 0.0, 0.0], [-0.1, 0.0, 0.0], [0.0, 0.0, -0.2], [0.0, -0.1, 0.1], [0.0, 0.0, 0.0], [0.0, 0.0, 0.0], [0.0, 0.0, 0.1]],
  "mulliken_charge": [-1.3900, 0.5871, -0.1831, -0.9161, -0.2005, 0.7576, 0.2980, -0.3933, 0.3283, -0.2891, 0.2979, 0.4809, -0.7746, -0.4838, -0.7668, -1.4339, 0.7055, -1.2071, -0.6425, 1.0206, -0.5878, -0.5655, -0.1094, 0.2342, -0.4836, -0.3817, -0.3985, -0.5372, 0.9951, 0.4053, 0.2890, 0.3755, 0.1146, 0.3468, 0.4193, -0.3940, 0.5517, 0.4142, 0.3574, 0.6627, -0.5329, 0.4940, 0.3503, 0.4398, 0.2797, 0.4910, 0.4450, 0.4488, -0.6128, 0.5606, 0.3341, -0.5403, -0.5428, -0.5106, -0.5720, 0.2962, 0.4187, -0.6737, 0.3835, -0.4909, -0.7863, -0.5443, -0.8209, 0.1635, 0.4785, 0.4149, 0.3925, 0.4810, 0.4756, 0.4182, 0.6951, 0.6092, -0.6667, 0.5846, 0.3441, -0.8246, -0.5244, -0.5161, -0.3626, 0.0218, 0.4471, -0.6965, 0.1262, -0.5110, -0.4976, -0.4649, -0.5694, 0.1846, 0.4807, 0.4637, 0.4606, 0.8198, 0.4812, 0.4017, 0.3989, 0.4733],
  "e_tot_ev": -125772.0128,
  "gap_ha": 0.2524,
  "max_force_ha_per_bohr": 0.0429,
  "smiles": "C/C(Cl)=C(\\Cl)c1c(ON=O)c(P(C)C)c(CCCCS(=O)(=O)Cl)c2nccnc12.O=C1c2ccccc2C(=O)c2ccccc21.O=C1c2ccccc2C(=O)c2ccccc21"
}

Record 3
{
  "formula": "C38H39FIrN2OS2Si",
  "method": "ωB97M-V/def2-TZVPD",
  "species": ["Ir", "C", "C", "C", "C", "C", "C", "C", "C", "S", "C", "N", "C", "C", "C", "C", "C", "C", "C", "C", "H", "H", "H", "H", "H", "H", "H", "H", "H", "H", "H", "H", "H", "H", "H", "H", "C", "Si", "C", "C", "N", "C", "C", "C", "C", "C", "C", "F", "H", "H", "H", "H", "H", "H", "H", "H", "H", "H", "H", "H", "H", "O", "S", "C", "C", "C", "C", "C", "C", "C", "C", "C", "C", "C", "C", "H", "H", "H", "H", "H", "H", "H", "H", "H", "H"],
  "positions_angstrom": [[0.8139, -1.1849, -0.1518], [-1.3150, 4.0316, -4.1373], [-0.4943, 2.7672, -4.4295], [0.9069, 2.9513, -3.8468], [-0.3676, 2.5765, -5.9480], [-1.2125, 1.5637, -3.8233], [-2.4921, 1.2133, -4.3037], [-3.2122, 0.1540, -3.7985], [-2.6417, -0.5900, -2.7681], [-3.2906, -1.9383, -1.8854], [-1.8673, -1.9794, -0.9310], [-0.9706, -1.0823, -1.2421], [-1.3797, -0.2645, -2.2827], [-0.6599, 0.8093, -2.8047], [-1.5484, -2.8408, 0.1899], [-2.3745, -3.8302, 0.7114], [-1.9466, -4.5503, 1.8148], [-0.7054, -4.2765, 2.3781], [0.1236, -3.2885, 1.8572], [-0.2947, -2.5577, 0.7507], [-0.8372, 4.9017, -4.5921], [-1.3887, 4.2077, -3.0618], [-2.3265, 3.9585, -4.5388], [1.3887, 3.8038, -4.3273], [1.5369, 2.0755, -4.0192], [0.8784, 3.1537, -2.7733], [0.2097, 3.3968, -6.3782], [-1.3404, 2.5658, -6.4409], [0.1425, 1.6407, -6.1842], [-2.9294, 1.7957, -5.1042], [-4.1916, -0.0871, -4.1908], [0.3168, 1.0335, -2.3961], [-3.3402, -4.0363, 0.2632], [-2.5733, -5.3267, 2.2327], [-0.3724, -4.8452, 3.2383], [1.0925, -3.0982, 2.3037], [4.8936, 0.4880, 1.5592], [3.3112, -0.3655, 2.0926], [3.5538, -1.4593, 3.6019], [2.1568, 0.9898, 2.6356], [2.6251, -1.2992, 0.7621], [3.3634, -2.3731, 0.2699], [4.6403, -2.8074, 0.6918], [5.2546, -3.9091, 0.1218], [4.6490, -4.6500, -0.8866], [3.3891, -4.2677, -1.3333], [2.8396, -3.1715, -0.7362], [1.5711, -2.7654, -1.1823], [5.3331, 1.0382, 2.3949], [4.6596, 1.2143, 0.7754], [5.6592, -0.1783, 1.1646], [4.2614, -0.9944, 4.2947], [3.9180, -2.4619, 3.3817], [2.6064, -1.5622, 4.1386], [2.6861, 1.5719, 3.3971], [1.2570, 0.5952, 3.1135], [1.8764, 1.6724, 1.8320], [5.1600, -2.2798, 1.4729], [6.2342, -4.1974, 0.4804], [5.1426, -5.5072, -1.3213], [2.8569, -4.7939, -2.1129], [0.0417, 0.4737, 0.7592], [-0.8378, 0.2969, 2.0302], [-0.8767, 1.9445, 2.6973], [-0.5634, 3.0414, 1.9100], [-0.6268, 4.3020, 2.4813], [-0.9987, 4.4487, 3.8126], [-1.3017, 3.3374, 4.5854], [-1.2344, 2.0677, 4.0300], [-2.4998, 0.1737, 1.4182], [-3.3464, -0.6870, 2.1001], [-4.6728, -0.7755, 1.6962], [-5.1176, -0.0260, 0.6175], [-4.2468, 0.8161, -0.0690], [-2.9265, 0.9255, 0.3315], [-0.2575, 2.9086, 0.8804], [-0.3812, 5.1727, 1.8879], [-1.0432, 5.4365, 4.2518], [-1.5787, 3.4554, 5.6244], [-1.4535, 1.1910, 4.6289], [-2.9759, -1.2832, 2.9265], [-5.3519, -1.4363, 2.2188], [-6.1507, -0.1002, 0.3027], [-4.5986, 1.3909, -0.9159], [-2.2369, 1.5756, -0.1940]],
  "forces_ev_per_a": [[-0.4, 0.7, 1.0], [0.0, 0.0, 0.0], [0.0, 0.0, 0.0], [0.0, 0.0, 0.0], [0.0, 0.0, 0.0], [0.0, 0.0, 0.0], [0.0, 0.0, 0.0], [0.0, 0.0, 0.0], [-0.1, 0.0, 0.0], [0.0, -0.1, 0.0], [-0.1, -0.1, 0.0], [0.3, -0.1, -0.3], [0.1, 0.0, 0.0], [0.0, 0.0, 0.0], [-0.1, -0.1, 0.0], [0.0, 0.0, 0.0], [0.0, 0.0, -0.1], [0.1, 0.0, 0.1], [0.0, 0.0, 0.0], [-0.1, 0.0, 0.1], [0.0, 0.0, 0.0], [0.0, 0.0, 0.0], [0.0, 0.0, 0.0], [0.0, 0.0, 0.0], [0.0, 0.0, 0.0], [0.0, 0.0, 0.0], [0.0, 0.0, 0.0], [0.0, 0.0, 0.0], [0.0, 0.0, 0.0], [0.0, 0.0, 0.0], [0.0, 0.0, 0.0], [0.0, 0.0, 0.0], [0.0, 0.0, 0.0], [0.0, 0.0, 0.0], [0.0, 0.0, 0.0], [0.0, 0.0, 0.0], [-0.1, 0.0, -0.1], [0.0, 0.0, 0.1], [0.0, 0.1, 0.0], [0.1, 0.1, 0.0], [-0.1, 0.1, -0.3], [0.3, -0.2, 0.1], [-0.2, 0.1, -0.1], [0.0, -0.1, -0.1], [-0.1, 0.0, 0.0], [0.3, -0.1, 0.1], [0.3, 0.0, 0.2], [-0.1, -0.4, -0.8], [0.0, 0.0, 0.0], [0.0, 0.0, 0.0], [0.0, 0.0, 0.0], [0.0, 0.0, 0.0], [0.0, 0.0, 0.0], [0.0, 0.0, 0.0], [0.0, 0.0, 0.0], [0.3, 0.0, 0.0], [0.0, -0.1, 0.1], [0.0, 0.1, 0.1], [0.0, 0.0, 0.0], [0.0, 0.0, 0.0], [0.0, 0.0, 0.0], [-0.1, -0.1, 0.2], [-0.1, 0.1, -0.4], [-0.1, 0.0, -0.1], [0.0, 0.0, 0.0], [0.0, 0.0, 0.0], [0.0, 0.0, 0.0], [0.0, 0.0, 0.0], [0.0, 0.0, 0.0], [0.0, -0.1, 0.1], [0.0, 0.0, 0.0], [0.0, 0.0, 0.0], [0.0, 0.0, 0.0], [0.0, 0.0, 0.0], [0.0, 0.1, 0.0], [0.0, 0.0, 0.0], [0.0, 0.0, 0.0], [0.0, 0.0, 0.0], [0.0, 0.0, 0.0], [0.0, 0.0, 0.0], [0.0, 0.0, 0.0], [0.0, 0.0, 0.0], [0.0, 0.0, 0.0], [0.0, 0.0, 0.0], [0.0, 0.0, 0.0]],
  "mulliken_charge": [1.4524, -1.5595, 1.9225, -2.0030, -1.6779, 0.0112, -0.5955, -1.4599, 1.3390, -0.2992, 0.8156, 0.1549, -1.6470, 0.5048, 0.5655, -0.3849, -0.9907, -0.8222, -0.7779, -0.1267, 0.4412, 0.3330, 0.3502, 0.4353, 0.4078, 0.2905, 0.4650, 0.3331, 0.3854, 0.4410, 0.4504, 0.6033, 0.5095, 0.4216, 0.5110, 0.3996, -1.1562, 0.1236, -1.2472, -0.6544, 0.4182, 0.9670, -0.4958, -1.1774, -0.5425, -1.0152, 0.4196, -0.3460, 0.3519, 0.2970, 0.3988, 0.4296, 0.4290, 0.3296, 0.5243, 0.1151, 0.1249, 0.3687, 0.4263, 0.3925, 0.4738, -0.3221, -0.2668, 0.7339, -0.2393, -0.8180, -0.5209, -0.7403, -0.4161, 0.8286, -0.3863, -0.7635, -0.7123, -0.7732, -0.4330, 0.5057, 0.4478, 0.4159, 0.4384, 0.4480, 0.4165, 0.4592, 0.4435, 0.5128, 0.5870],
  "total_charge": 1,
  "e_tot_ev": -80167.7623,
  "gap_ha": 0.2642,
  "max_force_ha_per_bohr": 0.0240
}

Record 4
{
  "formula": "C5H7N5",
  "method": "ωB97M-V/def2-TZVPD",
  "species": ["C", "C", "C", "C", "C", "N", "N", "N", "N", "N", "H", "H", "H", "H", "H", "H", "H"],
  "positions_angstrom": [[-1.3796, 2.0258, 0.9407], [-1.2560, 1.5163, -0.1561], [1.2980, -0.5694, 0.7651], [-1.3180, 0.5831, -1.1962], [-0.5349, -0.7410, -0.6145], [3.2265, -0.0245, -0.1057], [2.6725, -0.2250, 0.9273], [3.4989, -0.0039, -1.1785], [0.8247, -0.4044, -0.3850], [-1.1658, -1.2836, 0.5267], [-1.2283, 2.6921, 1.6734], [0.9181, -0.7659, 1.7771], [-0.5303, 0.7065, -1.9887], [-2.3279, 0.3682, -1.6858], [-0.4420, -1.3879, -1.4775], [-1.6871, -0.5586, 1.1293], [-0.5687, -1.9278, 1.0483]],
  "forces_ev_per_a": [[0.4, -1.6, -3.5], [-1.2, 1.3, 2.3], [1.6, 1.6, 0.1], [1.8, -3.1, -2.2], [-1.3, 0.8, -0.2], [-0.2, -0.5, -2.0], [-0.6, -0.4, 4.2], [1.4, 0.7, -1.8], [0.2, 0.0, 0.4], [-2.2, 0.3, 1.1], [0.1, 1.8, 2.5], [-0.4, -0.3, -0.8], [-1.1, 0.9, 0.3], [1.4, 0.2, 1.0], [-0.7, -0.7, -0.1], [1.5, -1.7, -1.2], [-0.7, 0.5, -0.1]],
  "mulliken_charge": [-0.2454, -0.3128, 0.1201, -0.4047, -0.1866, 1.0074, -0.8404, -0.4287, -0.4482, -0.6074, 0.4277, 0.4767, 0.2637, 0.2917, 0.3319, 0.2897, 0.2651],
  "e_tot_ev": -12743.5331,
  "gap_ha": 0.3694,
  "max_force_ha_per_bohr": 0.0825
}